{"formula": "C20H12MnN3O4", "method": "wB97M-V/def2-TZVPD", "species": ["Mn", "C", "C", "N", "C", "C", "C", "C", "C", "C", "C", "N", "C", "C", "C", "C", "C", "C", "C", "C", "N", "C", "H", "H", "H", "H", "H", "H", "H", "H", "H", "H", "H", "H", "O", "C", "O", "C", "O", "O"], "xyz": [[-1.166, 0.000, 0.000], [-1.559, -0.001, -4.245], [-1.868, 0.000, -2.871], [-0.945, 0.000, -1.940], [0.373, 0.000, -2.318], [0.767, 0.000, -3.667], [-0.258, -0.001, -4.639], [2.149, 0.000, -3.983], [3.056, 0.001, -2.968], [2.675, 0.001, -1.608], [1.341, 0.000, -1.241], [0.755, 0.000, 0.000], [1.340, 0.000, 1.241], [2.675, 0.000, 1.610], [3.054, -0.001, 2.971], [2.146, -0.001, 3.984], [0.764, -0.001, 3.667], [-0.261, 0.000, 4.639], [-1.562, 0.000, 4.244], [-1.870, 0.001, 2.870], [-0.946, 0.000, 1.939], [0.372, 0.000, 2.319], [-2.363, -0.001, -4.970], [-2.896, 0.000, -2.532], [0.006, -0.001, -5.691], [2.465, 0.000, -5.019], [4.114, 0.002, -3.207], [3.454, 0.001, -0.871], [3.454, 0.000, 0.874], [4.112, -0.001, 3.210], [2.461, -0.001, 5.021], [0.002, 0.000, 5.691], [-2.366, 0.001, 4.968], [-2.898, 0.001, 2.530], [-4.541, -1.322, 0.001], [-3.422, -0.860, -0.001], [-2.325, -1.562, -0.003], [-3.422, 0.861, -0.001], [-4.541, 1.323, 0.001], [-2.325, 1.562, -0.003]], "forces_ev_per_angstrom": [[0.9, 0.0, 0.0], [-0.2, 0.0, 0.0], [-0.1, 0.0, -0.1], [0.3, 0.0, -0.7], [0.0, 0.0, 0.1], [0.0, 0.0, 0.1], [0.2, 0.0, -0.1], [-0.1, 0.0, -0.1], [0.1, 0.0, 0.2], [0.1, 0.0, -0.2], [-0.2, 0.0, 0.1], [0.3, 0.0, 0.0], [-0.2, 0.0, -0.1], [0.1, 0.0, 0.2], [0.1, 0.0, -0.2], [-0.1, 0.0, 0.1], [0.0, 0.0, -0.1], [0.2, 0.0, 0.1], [-0.2, 0.0, 0.0], [-0.1, 0.0, 0.1], [0.3, 0.0, 0.7], [0.0, 0.0, -0.1], [0.0, 0.0, 0.0], [0.0, 0.0, 0.0], [0.0, 0.0, 0.0], [0.0, 0.0, 0.0], [0.0, 0.0, 0.0], [0.1, 0.0, 0.0], [0.1, 0.0, 0.0], [0.0, 0.0, 0.0], [0.0, 0.0, 0.0], [0.0, 0.0, 0.0], [0.0, 0.0, 0.0], [0.0, 0.0, 0.0], [-0.2, 0.0, 0.0], [0.1, -0.4, 0.0], [-0.6, 0.2, 0.0], [0.1, 0.4, 0.0], [-0.2, 0.0, 0.0], [-0.6, -0.2, 0.0]], "lowdin_spin": [0.880, -0.001, 0.006, -0.006, -0.003, -0.001, 0.004, 0.009, 0.001, 0.010, 0.002, 0.008, 0.002, 0.010, 0.001, 0.010, -0.001, 0.004, -0.001, 0.006, -0.006, -0.003, 0.000, 0.000, 0.000, 0.001, 0.000, 0.001, 0.001, 0.000, 0.001, 0.000, 0.000, 0.000, 0.000, 0.002, 0.031, 0.002, 0.000, 0.031], "lumo_energy_ev": [2.61, 2.70], "multiplicity": 2, "relative_energy_kcal_mol": 0.0, "energy_ha": -2385.69233, "total_charge": -1}

***

{"formula": "C22H20BBrGaN2O6S3", "method": "wB97M-V/def2-TZVPD", "species": ["Ga", "C", "C", "C", "C", "C", "Br", "N", "C", "H", "H", "H", "H", "H", "H", "N", "H", "H", "H", "O", "B", "O", "C", "C", "C", "C", "C", "C", "H", "H", "H", "H", "O", "S", "O", "O", "S", "C", "C", "O", "S", "C", "C", "C", "C", "C", "C", "C", "C", "H", "H", "H", "H", "H", "H", "H"], "xyz": [[-0.485, 2.119, 0.110], [3.385, -1.952, 1.920], [2.545, -0.787, 2.364], [1.612, -0.908, 3.388], [0.842, 0.180, 3.756], [1.053, 1.364, 3.066], [0.012, 2.898, 3.505], [1.919, 1.515, 2.095], [2.643, 0.451, 1.748], [3.803, -2.481, 2.777], [4.202, -1.623, 1.278], [2.780, -2.662, 1.349], [1.472, -1.862, 3.884], [0.085, 0.118, 4.524], [3.329, 0.604, 0.920], [0.703, 1.342, -3.138], [-0.189, 1.798, -2.982], [0.771, 0.655, -2.390], [0.596, 0.813, -3.996], [-2.969, 4.334, 0.247], [-4.133, 3.580, 0.132], [-5.121, 4.054, 0.996], [-4.517, 5.055, 1.707], [-5.026, 5.806, 2.741], [-4.178, 6.765, 3.297], [-2.881, 6.945, 2.828], [-2.371, 6.169, 1.787], [-3.214, 5.226, 1.251], [-6.030, 5.642, 3.111], [-4.536, 7.384, 4.110], [-2.253, 7.699, 3.287], [-1.358, 6.281, 1.423], [-2.121, 1.683, -1.459], [-3.287, 1.241, -0.685], [-4.327, 2.546, -0.737], [-4.066, 0.208, -1.294], [-2.907, 1.012, 1.212], [2.663, -7.316, -5.108], [2.178, -6.140, -4.291], [1.378, -5.340, -4.687], [2.955, -6.057, -2.684], [2.216, -4.591, -2.010], [2.755, -3.344, -2.306], [2.161, -2.205, -1.792], [1.020, -2.284, -0.975], [0.508, -3.552, -0.678], [1.101, -4.695, -1.189], [0.438, -1.087, -0.455], [-0.023, -0.039, -0.024], [1.807, -7.794, -5.583], [3.210, -8.035, -4.501], [3.317, -6.938, -5.894], [3.630, -3.268, -2.938], [2.568, -1.225, -2.010], [-0.367, -3.628, -0.045], [0.702, -5.674, -0.960]], "forces_ev_per_angstrom": [[0.4, -0.3, 0.1], [-0.2, 0.0, 0.0], [0.1, -0.1, 0.0], [-0.1, 0.1, 0.0], [-0.1, -0.1, 0.0], [0.0, 0.0, -0.1], [0.0, 0.0, 0.2], [0.1, 0.0, 0.1], [0.0, 0.1, 0.0], [0.0, 0.0, 0.0], [0.0, 0.0, 0.0], [0.0, 0.0, 0.0], [0.0, 0.0, 0.0], [0.0, 0.0, 0.0], [0.0, 0.0, 0.0], [0.1, 0.0, 0.0], [-0.1, 0.0, 0.0], [0.0, 0.0, 0.0], [0.0, 0.0, 0.0], [0.0, 0.0, -0.1], [0.1, -0.1, 0.1], [-0.1, -0.1, 0.0], [0.1, 0.0, 0.0], [-0.1, 0.0, 0.0], [0.1, 0.1, 0.0], [-0.1, 0.0, 0.0], [0.1, 0.0, 0.0], [-0.1, 0.0, 0.0], [0.0, 0.0, 0.0], [0.0, 0.0, 0.0], [0.0, 0.0, 0.0], [0.0, 0.0, 0.0], [-0.4, -0.1, 0.4], [-0.5, 0.1, -0.7], [0.2, -0.1, 0.1], [0.0, 0.0, 0.0], [0.1, 0.2, 0.1], [0.0, 0.0, 0.0], [0.0, 0.1, 0.0], [0.0, -0.1, 0.0], [0.0, 0.0, 0.1], [0.1, -0.1, -0.1], [-0.1, 0.1, 0.1], [0.0, 0.0, 0.0], [0.2, 0.0, 0.0], [0.0, 0.0, 0.0], [0.0, 0.1, 0.0], [0.0, 0.0, 0.1], [0.1, 0.2, -0.2], [0.0, 0.0, 0.0], [0.0, 0.0, 0.0], [0.0, 0.0, 0.0], [0.0, 0.0, 0.0], [0.0, 0.0, 0.0], [0.0, 0.0, 0.0], [0.0, 0.0, 0.0]], "mulliken_charge": [0.003, -1.377, 0.863, -0.389, -0.366, 0.053, -0.133, -0.394, -0.357, 0.442, 0.342, 0.173, 0.396, 0.419, 0.315, -0.859, 0.321, 0.286, 0.231, -0.403, 1.184, -0.570, 0.716, -0.873, -0.447, -0.536, -0.661, 0.500, 0.434, 0.361, 0.371, 0.482, -0.543, 0.947, -0.656, -0.651, -0.312, -1.076, 0.736, -0.530, -0.249, 0.047, -0.537, -0.152, 0.456, -0.517, -0.322, 0.593, -1.546, 0.302, 0.357, 0.267, 0.413, 0.521, 0.496, 0.428], "lumo_energy_ev": 2.12, "relative_energy_kcal_mol": 12.9, "energy_ha": -7129.70572, "total_charge": -1}